# 1
ORCA calculation (ωB97M-V/def2-TZVPD) on an isolated molecule of C4H7NO at a distorted geometry.

Last column: Mulliken charge in e.
CARTESIAN COORDINATES (ANGSTROEM)
C  -1.63  0.73  0.27  0.197
C  -0.87  -1.35  -0.26  -0.423
C  0.51  0.47  -0.60  -0.125
C  1.63  0.32  0.38  -1.028
N  -1.83  -0.51  0.24  -0.445
O  -0.51  1.32  -0.20  -0.349
H  -2.35  1.42  0.67  0.395
H  -1.12  -1.84  -1.19  0.307
H  -0.33  -1.94  0.45  0.249
H  0.75  0.56  -1.65  0.320
H  2.31  -0.46  0.04  0.318
H  1.24  0.05  1.36  0.269
H  2.20  1.24  0.49  0.315

As for the energy above the lowest of the compared OMol25 structures with the same formula, charge and spin: 324.5 kJ/mol. As for the molecular weight: 85.11 g mol⁻¹. For the total energy, the calculation gives -7796.2810 eV. As for the gap between HOMO and LUMO: 9.04 eV. Its HOMO energy is -7.977 eV.

# 2
ORCA calculation (ωB97M-V/def2-TZVPD) on a structure of composition C4H7NO at a distorted geometry.

Last column: Mulliken charge in e.
CARTESIAN COORDINATES (ANGSTROEM)
O  0.49  -0.81  2.07  -0.611
C  -0.71  -0.01  0.97  -0.423
C  0.27  0.49  0.06  -0.498
C  0.45  -0.17  -1.30  -0.503
C  -0.53  0.27  -2.31  0.276
N  -1.31  0.62  -3.09  -0.419
H  0.57  -0.29  2.89  0.359
H  -1.21  0.67  1.66  0.278
H  -1.30  -0.90  0.72  0.232
H  1.01  -0.22  1.17  0.430
H  0.44  1.57  0.08  0.321
H  0.38  -1.26  -1.22  0.278
H  1.45  0.05  -1.70  0.280

As for the energy above the lowest of the compared OMol25 structures with the same formula, charge and spin: 393.7 kJ/mol. As for the molecular weight: 85.11 g mol⁻¹. For the total energy, the calculation gives -7795.5636 eV. As for the gap between HOMO and LUMO: 9.52 eV. Its HOMO energy is -8.867 eV.

# 3
ORCA calculation (ωB97M-V/def2-TZVPD) on an isolated molecule of C4H7NO at a distorted geometry.

Last column: Mulliken charge in e.
CARTESIAN COORDINATES (ANGSTROEM)
C  0.32  1.57  -0.32  -1.015
C  0.21  0.02  -0.34  0.214
O  1.55  -0.45  -0.36  -0.570
C  -0.38  -0.91  0.78  -0.460
C  -1.75  -1.44  0.63  0.185
N  -2.78  -1.96  0.57  -0.406
H  1.32  1.84  -0.71  0.302
H  -0.39  2.07  -0.98  0.311
H  0.28  2.03  0.67  0.266
H  -0.33  -0.28  -1.25  0.279
H  1.93  -0.17  -1.20  0.311
H  -0.26  -0.53  1.80  0.335
H  0.27  -1.79  0.71  0.247

As for the energy above the lowest of the compared OMol25 structures with the same formula, charge and spin: 147.1 kJ/mol. As for the molecular weight: 85.11 g mol⁻¹. For the total energy, the calculation gives -7798.1202 eV. As for the gap between HOMO and LUMO: 11.58 eV. Its HOMO energy is -10.917 eV.

# 4
ORCA calculation (ωB97M-V/def2-TZVPD) on a cluster of 2 separate species, C4H7NO in total.

Last column: Mulliken charge in e.
CARTESIAN COORDINATES (ANGSTROEM)
N  -2.33  0.73  0.53  -0.575
C  -1.14  0.98  0.22  0.123
O  -0.42  0.08  -0.51  -0.366
C  0.93  0.33  -0.70  -0.187
C  1.79  0.41  0.31  -0.546
C  -0.38  -1.82  -1.78  -0.335
H  -2.72  1.52  1.04  0.255
H  -0.55  1.87  0.46  0.337
H  1.18  0.38  -1.75  0.443
H  2.84  0.58  0.10  0.259
H  1.48  0.29  1.34  0.279
H  -1.35  -2.11  -1.35  0.144
H  0.34  -2.26  -1.05  0.169

As for the energy above the lowest of the compared OMol25 structures with the same formula, charge and spin: 634.5 kJ/mol. As for the molecular weight: 85.11 g mol⁻¹. For the total energy, the calculation gives -7793.0684 eV. As for the gap between HOMO and LUMO: 9.05 eV. Its HOMO energy is -9.019 eV.

# 5
ORCA calculation (ωB97M-V/def2-TZVPD) on a cluster of 2 separate species, C4H7NO in total.

Last column: Mulliken charge in e.
CARTESIAN COORDINATES (ANGSTROEM)
C  -1.18  -0.33  1.03  -0.254
C  -2.04  0.21  0.26  -0.178
N  -1.58  -1.16  -0.15  -0.436
H  -0.43  -0.37  1.81  0.327
H  -2.66  0.99  -0.14  0.322
H  -2.27  -1.85  0.17  0.204
C  1.71  -0.48  -0.30  -0.867
C  1.73  0.85  -0.34  0.095
O  0.74  1.67  -0.76  -0.493
H  2.58  -1.03  0.06  0.228
H  0.83  -1.05  -0.62  0.377
H  2.59  1.44  -0.02  0.347
H  -0.02  1.11  -1.00  0.326

As for the energy above the lowest of the compared OMol25 structures with the same formula, charge and spin: 498.1 kJ/mol. As for the molecular weight: 85.11 g mol⁻¹. For the total energy, the calculation gives -7794.4823 eV. As for the gap between HOMO and LUMO: 9.82 eV. Its HOMO energy is -8.785 eV.

# 6
ORCA calculation (ωB97M-V/def2-TZVPD) on an isolated molecule of C4H7NO at a distorted geometry.

Last column: Mulliken charge in e.
CARTESIAN COORDINATES (ANGSTROEM)
H  -1.86  1.21  -1.06  0.247
N  -0.87  1.44  -0.79  -0.663
C  -0.14  0.65  -0.10  0.629
C  1.22  1.15  0.24  -0.213
C  1.84  0.50  1.23  -0.668
O  -0.31  -0.65  0.22  -0.349
C  -1.19  -1.49  -0.43  -0.728
H  1.48  1.98  -0.36  0.392
H  2.85  0.77  1.58  0.264
H  1.33  -0.36  1.69  0.250
H  -0.99  -1.44  -1.57  0.293
H  -2.25  -1.19  -0.35  0.275
H  -1.11  -2.58  -0.30  0.271

As for the energy above the lowest of the compared OMol25 structures with the same formula, charge and spin: 239.1 kJ/mol. As for the molecular weight: 85.11 g mol⁻¹. For the total energy, the calculation gives -7797.1661 eV. As for the gap between HOMO and LUMO: 10.55 eV. Its HOMO energy is -9.625 eV.

# 7
ORCA calculation (ωB97M-V/def2-TZVPD) on a structure of composition C4H7NO.

Last column: Mulliken charge in e.
CARTESIAN COORDINATES (ANGSTROEM)
C  -1.82  -0.09  0.02  -1.161
C  -0.32  -0.25  0.25  0.186
N  0.81  -0.88  -0.58  -0.600
C  1.75  0.17  -0.08  -0.453
C  0.49  0.99  -0.09  0.552
O  0.17  1.99  -0.67  -0.551
H  -2.42  -1.00  0.07  0.344
H  -2.05  0.48  -0.88  0.300
H  -2.14  0.55  0.86  0.295
H  -0.16  -0.58  1.28  0.261
H  1.08  -1.81  -0.25  0.260
H  2.58  0.53  -0.70  0.315
H  2.08  -0.01  0.96  0.251

As for the energy above the lowest of the compared OMol25 structures with the same formula, charge and spin: 224.9 kJ/mol. As for the molecular weight: 85.11 g mol⁻¹. For the total energy, the calculation gives -7797.3132 eV. As for the gap between HOMO and LUMO: 10.40 eV. Its HOMO energy is -9.662 eV.

# 8
ORCA calculation (ωB97M-V/def2-TZVPD) on an isolated molecule of C4H7NO.

Last column: Mulliken charge in e.
CARTESIAN COORDINATES (ANGSTROEM)
C  -1.11  -0.88  1.37  -1.091
C  0.06  -0.50  0.51  0.524
O  0.90  -1.35  0.25  -0.558
C  0.12  0.85  -0.19  -0.028
C  1.29  0.89  -1.10  -0.391
N  -0.06  0.65  -1.63  -0.523
H  -0.85  -1.82  1.87  0.323
H  -1.98  -1.06  0.72  0.253
H  -1.40  -0.11  2.09  0.344
H  -0.36  1.73  0.24  0.383
H  2.00  0.11  -0.85  0.213
H  1.73  1.79  -1.49  0.274
H  -0.34  -0.31  -1.81  0.276

As for the energy above the lowest of the compared OMol25 structures with the same formula, charge and spin: 201.8 kJ/mol. As for the molecular weight: 85.11 g mol⁻¹. For the total energy, the calculation gives -7797.5533 eV. As for the gap between HOMO and LUMO: 10.59 eV. Its HOMO energy is -9.570 eV.

# 9
ORCA calculation (ωB97M-V/def2-TZVPD) on a cluster of 2 separate species, C4H7NO in total at a distorted geometry.

Last column: Mulliken charge in e.
CARTESIAN COORDINATES (ANGSTROEM)
C  0.33  -0.12  -1.50  -1.071
C  0.07  0.62  -0.19  0.789
C  -1.15  0.28  0.49  -0.692
N  -0.24  -1.34  1.42  -0.522
C  0.84  -0.86  1.59  0.136
O  1.09  0.83  0.60  -0.656
H  1.01  0.48  -2.11  0.317
H  0.82  -1.07  -1.26  0.269
H  -0.58  -0.33  -2.06  0.321
H  -0.65  1.55  -0.36  0.133
H  -1.35  0.83  1.41  0.330
H  -2.01  -0.06  -0.09  0.334
H  1.81  -0.83  2.06  0.312

As for the energy above the lowest of the compared OMol25 structures with the same formula, charge and spin: 447.9 kJ/mol. As for the molecular weight: 85.11 g mol⁻¹. For the total energy, the calculation gives -7795.0025 eV. As for the gap between HOMO and LUMO: 10.34 eV. Its HOMO energy is -9.622 eV.

Repeat the eighth record exactly.
ORCA calculation (ωB97M-V/def2-TZVPD) on an isolated molecule of C4H7NO.

Last column: Mulliken charge in e.
CARTESIAN COORDINATES (ANGSTROEM)
C  -1.11  -0.88  1.37  -1.091
C  0.06  -0.50  0.51  0.524
O  0.90  -1.35  0.25  -0.558
C  0.12  0.85  -0.19  -0.028
C  1.29  0.89  -1.10  -0.391
N  -0.06  0.65  -1.63  -0.523
H  -0.85  -1.82  1.87  0.323
H  -1.98  -1.06  0.72  0.253
H  -1.40  -0.11  2.09  0.344
H  -0.36  1.73  0.24  0.383
H  2.00  0.11  -0.85  0.213
H  1.73  1.79  -1.49  0.274
H  -0.34  -0.31  -1.81  0.276

As for the energy above the lowest of the compared OMol25 structures with the same formula, charge and spin: 201.8 kJ/mol. As for the molecular weight: 85.11 g mol⁻¹. For the total energy, the calculation gives -7797.5533 eV. As for the gap between HOMO and LUMO: 10.59 eV. Its HOMO energy is -9.570 eV.